Model P:
Below is a cluster of 4 separate species, C3H11NO3 in total, with properties calculated with ωB97M-V with the def2-TZVPD basis set.

- structure (SMILES) = C=CN=C.O.O.O
- E_HOMO (hartree) = -0.35814
- frontier orbital gap (hartree) = 0.38508

Positions of all 18 atoms, in Å:
1 C -2.095 0.689 0.542
2 C -1.147 0.253 1.342
3 N -0.167 -0.767 0.987
4 C -0.575 -1.645 0.182
5 H -2.256 0.501 -0.521
6 H -2.787 1.419 0.962
7 H -1.037 0.572 2.367
8 H 0.093 -2.424 -0.187
9 H -1.517 -1.722 -0.387
10 O 1.782 1.385 1.363
11 H 2.425 1.319 2.079
12 H 1.171 0.634 1.479
13 O -0.467 -0.473 -2.332
14 H 0.493 -0.271 -2.346
15 H -0.877 0.032 -3.024
16 O 2.431 0.355 -1.158
17 H 1.999 0.731 -0.368
18 H 2.531 -0.588 -0.980

Model Q:
Below is a cluster of 3 separate species, C3H11NO3 in total, with properties calculated with ωB97M-V with the def2-TZVPD basis set.

- structure (SMILES) = CNC(C)=O.O.O
- E_HOMO (hartree) = -0.36094
- frontier orbital gap (hartree) = 0.38343

Positions of all 18 atoms, in Å:
1 C 0.392 2.094 0.544
2 N 0.737 0.834 -0.176
3 C -0.080 0.311 -1.153
4 C -1.553 0.757 -1.159
5 O 0.242 -0.339 -2.139
6 H 1.157 2.828 0.318
7 H 0.410 1.811 1.595
8 H -0.601 2.431 0.276
9 H 1.224 0.123 0.365
10 H -2.155 -0.112 -1.445
11 H -1.884 1.038 -0.158
12 H -1.721 1.429 -2.006
13 O -0.602 -2.555 2.198
14 H 0.011 -2.890 1.555
15 H -0.336 -1.685 2.477
16 O 1.499 -1.988 0.014
17 H 0.938 -1.769 -0.757
18 H 2.322 -2.318 -0.350

Least stable = model P